(1)
Below is a structure of composition C40H34BrN7O3RbS3 in a non-equilibrium geometry, with properties calculated with ωB97M-V with the def2-TZVPD basis set.

Structure (XYZ):
```
89
Properties=species:S:1:pos:R:3:mulliken_charge:R:1
N 0.51017 -2.04259 -1.27409 1.825
C 2.54115 1.10815 -1.17073 -0.618
C -0.21389 -3.99906 6.04712 -0.603
H 3.37719 -6.56617 0.61291 0.374
H -1.32074 1.45863 -3.46033 0.541
C 0.06878 5.55946 -2.92617 -0.456
H -2.29239 -4.47835 5.95389 0.265
N -3.00712 -2.09670 -1.25373 -0.372
N -3.34196 0.26172 0.50720 0.301
H -1.26569 -5.84223 5.54236 0.358
C 3.22577 2.06485 -1.93122 -1.016
H -6.37052 0.22278 -0.95666 0.495
C 1.77404 -4.02088 2.20469 -0.969
O -0.12604 2.44452 1.69426 -0.613
H -0.25473 -4.05751 7.13549 0.355
C -3.83301 -1.02205 -1.54944 0.143
C -0.70281 0.57383 -3.55432 -0.921
H -3.60199 2.38786 3.12338 0.422
C -2.74189 -2.81674 -2.28314 0.809
C 2.55403 -5.19516 2.01767 -0.589
C -3.89634 1.02289 1.40898 0.427
H 1.70396 -3.69992 3.25279 0.272
C -0.42376 -0.17129 -2.42758 0.479
C -3.16904 1.51148 2.61411 -0.301
H 2.52915 -5.13515 -1.35005 0.356
H -1.04805 -1.96050 6.10489 0.454
H 0.91176 4.38056 3.14849 0.391
H -1.04520 -3.91993 -3.00871 0.263
H 0.59506 5.74768 -0.90099 0.371
H 1.42503 -2.62982 -3.74555 0.492
C 1.77935 5.92248 -4.53327 -0.522
N 3.20958 6.60824 -1.17602 -0.636
C 3.31284 3.37831 -1.49885 -0.722
H -1.44725 -4.05766 -1.27320 0.104
C -1.36011 -4.74623 5.42542 -0.589
C -4.24211 -0.95594 -2.84349 -0.643
H -0.98144 5.41113 -2.68715 0.429
H 2.82620 5.78644 2.35080 0.399
H 2.99210 -5.71039 2.87003 0.368
H -0.83168 0.18025 -1.48624 -0.367
H 3.91661 4.08929 -2.02747 0.597
C 1.74191 2.74539 0.21323 -0.074
C 0.32808 -1.33591 -2.50042 -0.199
C 2.62425 3.69840 -0.33396 1.142
S -3.53211 -2.25555 -3.72405 -0.269
C -5.48435 0.39046 -0.37077 -0.533
H -3.13585 0.67633 3.32700 0.147
C 1.86064 0.33615 5.12606 -0.091
C 0.88316 3.10537 1.37522 0.137
C 2.80813 -5.65976 0.74151 -0.764
H 0.74716 -4.37891 5.72165 0.290
H -0.64225 -4.85349 3.37764 0.234
C 0.45657 5.60345 -4.25170 0.003
C 2.32877 6.06271 -2.15132 0.057
C -1.39927 -4.32979 3.96133 -0.854
H 0.87000 -1.35714 -5.84160 0.442
C 1.14987 -3.25494 1.22090 0.515
C 2.68771 6.11154 -3.50520 -0.319
C -4.21276 -0.11874 -0.48829 -0.287
S -1.02829 -2.56156 3.87520 0.879
O 0.86726 0.32768 4.60415 0.085
C -1.86089 -4.01279 -2.28933 -0.973
N 1.77567 1.46072 -0.18545 0.076
Br -0.71577 5.43397 -5.73292 -0.217
C -0.31922 -2.56608 5.55387 -0.740
H 2.55303 0.06823 -1.44626 0.621
N 1.32494 -2.99495 -1.28980 -0.759
H -2.35844 -4.42580 3.45596 0.476
H -2.40736 -4.93140 -2.50770 0.435
C 0.51763 -1.02586 -4.88809 -0.743
C -0.25752 0.14110 -4.80090 -0.781
H -0.51479 0.72672 -5.66835 0.465
H -4.84649 -0.21786 -3.32427 0.508
H 2.07198 5.99304 -5.55967 0.439
C 0.98526 5.76495 -1.89862 0.073
H 3.70333 6.40013 -3.75309 0.414
C 2.32428 -4.87279 -0.31580 -0.334
O -2.35850 -1.82973 4.00521 -0.781
H -2.15792 1.75571 2.28392 -0.181
H 3.74271 1.77355 -2.82798 0.461
S -5.54800 1.35877 1.04906 -0.267
C 1.55561 -3.71524 -0.06010 -0.365
C 2.90106 4.90977 0.39074 0.376
Rb -0.47303 -0.64419 1.09660 0.767
H 0.64834 -2.06512 5.51802 0.086
C 2.45467 4.97581 1.73235 -0.553
N 3.38432 6.12671 -0.04303 -0.514
C 0.82886 -1.72671 -3.74828 -0.143
C 1.39258 4.19142 2.18127 -0.737
```

Values from the calculation:
Highest occupied orbital energy, eV: -4.2
Gap between HOMO and LUMO, eV: 6.1007
M, g mol⁻¹: 922.33
Energy relative to the best compared isomer or geometry (same formula, charge and spin), eV: 3.797
Charge: -1

(2)
Below is a structure of composition C40H34N6O2PS3Zr in a non-equilibrium geometry, with properties calculated with ωB97M-V with the def2-TZVPD basis set.

Structure (XYZ):
```
87
Properties=species:S:1:pos:R:3:mulliken_charge:R:1
P 3.39260 -0.15050 -0.57070 1.202
H 1.47350 -0.34510 4.80190 0.580
H 0.85080 -4.61050 -2.93700 0.545
S -1.73500 2.31030 -0.24330 -0.311
C 4.11350 -0.80720 2.00850 0.152
H -4.40070 -3.51770 1.70320 0.441
C 1.14680 -1.03320 4.03460 -1.021
C 0.88190 -0.52980 2.74690 1.159
H 3.48520 -2.94980 -0.91030 0.478
H -1.82750 -0.11650 4.17730 0.555
H 7.59180 -2.17490 1.07580 0.449
N 0.54450 1.36750 1.35310 2.172
H 1.15300 -2.77070 5.28210 0.540
H 1.33000 1.54780 3.27210 0.576
C -0.30250 3.10950 0.19130 0.558
H -2.33050 -0.58700 -2.78760 0.557
C 4.40280 -2.81310 -4.16310 -0.670
C 0.97450 -2.37540 4.29420 -0.695
C 0.40200 -0.84530 -2.59900 0.803
H 1.01320 -0.66910 -4.64070 0.490
H 6.84940 -2.17780 3.42790 0.417
C -3.08020 -1.83150 1.52110 0.212
C 4.06900 -3.36450 -2.93550 -0.922
H 0.12550 -3.57960 -0.81990 0.235
H 4.06970 0.46890 -3.40410 0.471
S 0.03270 4.71950 -0.37180 0.061
C -3.90280 -1.89900 -1.98150 -0.911
N 0.57450 2.65010 1.07460 -2.191
C -3.77270 -2.82860 3.61220 -0.991
H 2.07900 2.07100 -1.83040 0.108
H -3.02520 -1.90590 5.39420 0.487
C 6.61200 -1.80110 1.33720 -0.773
C 0.33470 -2.96360 -1.68910 -0.412
H 4.64380 -1.01670 -5.29460 0.439
C 3.73650 -1.15570 -2.05070 0.365
C 1.01290 -2.71550 -3.96600 -0.480
H -4.32120 -3.58750 4.14760 0.419
N -2.31740 -1.01520 -0.68820 0.593
C 3.34970 3.77810 -1.57940 -0.848
C 4.05880 -0.60510 -3.28180 -0.533
C 0.97330 0.88490 2.48490 -1.094
H 3.14800 -0.38650 2.24950 0.072
C 5.43080 3.38550 -0.44390 -0.768
N 0.47530 -1.35710 1.75330 1.448
H -1.48120 4.26000 -2.17280 0.262
H -1.26500 6.00290 -1.88300 0.403
C 4.94740 -1.29710 2.99610 -0.748
H 5.79100 1.37010 0.17990 0.395
C -3.81140 -2.78520 2.23550 -0.846
C 3.89250 1.57660 -0.79680 0.575
C 0.83840 -1.36150 -3.83180 -1.099
C -2.32430 -0.85850 2.23160 0.917
H -0.06870 -3.25970 1.20640 0.049
O -1.64810 0.06310 1.60090 -0.268
C 3.01460 2.44430 -1.43520 0.058
C 5.77460 -1.31820 0.34690 -0.573
H 4.62240 -1.27200 4.02490 0.480
C 4.55130 4.25010 -1.07630 -0.701
C 0.74580 -3.54180 -2.86880 -0.998
C 4.51470 -0.83430 0.68140 -0.017
S 0.09310 0.81800 -2.37320 -0.524
C 4.38700 -1.43940 -4.33720 -0.715
C 3.73130 -2.53740 -1.88200 -0.119
C -2.35630 -0.89110 3.64080 -0.454
Zr -0.39370 -0.09230 0.07410 -1.078
H 0.38370 -4.26270 3.42930 0.523
H -4.88790 -2.83390 -0.35710 0.194
H 2.67210 4.44330 -2.09010 0.554
H 4.67890 -3.45550 -4.98370 0.439
C -3.14410 -1.72910 0.07940 0.155
C 0.53830 -3.20830 3.26600 -1.233
H 6.09450 -1.31350 -0.68490 0.515
C -2.79450 -1.11040 -1.97000 -0.690
H -2.30140 5.03540 -0.79500 0.343
H 4.80440 5.29410 -1.18150 0.414
H -4.54430 -2.20630 -2.77770 0.465
H 1.33690 -3.13460 -4.90630 0.454
C 5.10510 2.04750 -0.30600 -0.791
C -3.04290 -1.87440 4.31480 -0.624
H 4.09560 -4.43500 -2.79440 0.486
C -1.41400 5.03500 -1.41800 -0.923
O 1.94690 -0.25490 -0.15620 1.430
N -4.11260 -2.28350 -0.68870 -0.034
N 0.16230 -1.64860 -1.52930 0.692
C 6.19380 -1.79920 2.65940 -0.670
C 0.29690 -2.64610 2.02530 -0.107
H 6.37340 3.75250 -0.06310 0.446
```

Values from the calculation:
Highest occupied orbital energy, eV: -9.9
Gap between HOMO and LUMO, eV: 6.5891
M, g mol⁻¹: 849.15
Energy relative to the best compared isomer or geometry (same formula, charge and spin), eV: 1.850
Charge: +1

(3)
Below is a structure of composition C40H35BF5LuN5PS in a non-equilibrium geometry, with properties calculated with ωB97M-V with the def2-TZVPD basis set.

Structure (XYZ):
```
89
Properties=species:S:1:pos:R:3:mulliken_charge:R:1
C -0.49514 -0.40414 -2.61215 -0.795
C 0.91336 1.44266 -3.24175 -0.331
C 3.67706 -3.71914 -2.03645 -0.579
F -4.49274 5.89456 0.07055 -0.338
H 0.97946 -3.04624 1.50715 0.478
C 4.72446 3.18556 -0.07975 -0.718
H -2.35654 -0.56484 -3.65035 0.415
H 3.56506 -0.15894 -3.52295 0.328
H -2.40044 2.52296 3.83095 0.337
C -0.60324 -5.44684 0.00355 -0.107
H -0.93774 -6.40684 -0.34125 0.407
C 0.97926 0.15896 3.28495 0.465
H -2.12554 -1.46704 3.11035 0.024
H 3.08906 -0.17474 3.18185 0.266
H -3.54454 1.25386 3.37795 0.443
F -0.74764 1.87376 -0.33615 1.331
N -0.59014 -3.26224 0.14825 0.535
H 5.01906 -4.18374 -3.65455 0.368
H 1.83816 1.99526 -3.14535 0.421
C -4.61464 -3.97094 -0.05185 -0.201
C 3.60056 -1.15844 -3.10985 -0.223
C 2.57326 1.84366 2.68075 -0.206
H -2.51804 1.97256 2.14675 0.157
C 2.28686 0.54196 3.06805 -1.157
H -0.63194 -1.34254 -2.05245 0.876
H -2.09394 -3.45894 -2.28825 -0.203
N -1.17644 -4.31754 -0.41965 -0.274
H 3.59266 2.14546 2.48545 0.427
C 5.17696 1.87986 -0.17825 -0.729
C 2.86366 -1.45024 -1.95655 -0.117
C -5.24514 -3.01444 0.72055 -1.280
H 6.21296 1.65036 0.04625 0.357
Lu -1.13204 -0.70174 0.27445 0.160
H 2.33276 -2.93644 -0.54555 0.236
C -1.58864 0.16116 4.92775 -2.217
C 2.52756 2.44816 -0.68635 0.265
C -0.04944 1.86236 -4.13495 -0.693
H -2.78594 -5.23614 -1.68525 -0.214
H 0.75326 -0.85964 3.56955 0.179
C 0.36646 -3.72894 0.94775 -0.308
C 2.91236 -2.74244 -1.43785 -0.665
C 0.40796 -5.11984 0.88815 -1.432
C -2.55134 1.65536 3.18615 -1.957
H 1.74866 3.75686 2.21105 0.313
C 3.38996 3.46516 -0.32875 -0.865
H -6.18484 -3.09544 1.23255 0.401
H -4.91654 -4.97164 -0.29695 0.388
H 3.71696 -4.71754 -1.61955 0.431
C -1.25504 4.24396 -0.25185 -0.475
B -2.39114 -4.15314 -1.35955 0.183
C -4.37934 -1.92434 0.67945 -0.007
H -0.55364 3.09876 2.65525 0.492
C 4.41136 -3.42154 -3.18205 -0.397
P 1.79156 -0.25184 -1.06005 1.950
N -3.31274 -2.20604 -0.06535 0.366
C -3.56574 4.90726 -0.08215 0.163
C 4.31436 0.86956 -0.55985 -0.890
H 5.40416 3.97576 0.21595 0.328
C -1.23604 1.15556 -4.28335 -0.592
H -2.58414 -0.23314 5.13215 0.558
N -3.46914 -3.45574 -0.50935 -0.349
H 0.11936 2.75736 -4.72235 0.388
H -0.85724 -0.60974 5.16445 0.407
H 1.48326 2.66256 -0.83635 0.089
C -1.44644 0.00636 -3.52475 -0.640
H 3.02266 4.47916 -0.22815 0.491
C -3.03304 2.53826 -0.35525 0.192
H -4.49284 -0.95864 1.13355 0.277
S -3.45134 0.90426 -0.62495 -0.343
H 4.94106 -1.90854 -4.60025 0.389
F -1.82834 6.55596 -0.15925 -0.359
C -2.20674 5.24506 -0.15915 0.387
C 1.53736 2.74316 2.52695 -0.800
N 1.10696 -0.70964 0.21785 -0.350
C -0.07944 1.06076 3.15865 -0.503
H -1.40854 1.01776 5.58055 0.393
C 0.69856 0.31806 -2.43925 0.234
F 0.05276 4.58966 -0.28915 -0.272
C 2.98206 1.14426 -0.85195 0.141
F -5.28494 3.29166 -0.10365 -0.376
H 1.07256 -5.78834 1.40165 0.414
H -1.99414 1.49906 -4.97385 0.369
C -1.49234 0.56056 3.44045 2.006
C -3.95914 3.56876 -0.17955 0.448
C 0.22656 2.36236 2.76905 0.417
C -1.72854 -0.62174 2.50985 -0.718
C 4.36506 -2.13534 -3.70995 -0.652
C -1.66284 2.91676 -0.32785 -0.205
H 4.67806 -0.14764 -0.63455 0.445
```

Values from the calculation:
Highest occupied orbital energy (spin up / spin down), eV: 1.3 / 1.2
Gap between HOMO and LUMO (spin up / spin down), eV: 2.9687 / 2.9694
M, g mol⁻¹: 929.56
Energy relative to the best compared isomer or geometry (same formula, charge and spin), eV: 0.000
Charge: -2

- What is the energy relative to the best compared isomer or geometry (same formula, charge and spin) in the first record?
  3.797 eV